Entry from the Open Molecules 2025 dataset: a structure of composition C16H44CuN4O4 in a non-equilibrium geometry (ωB97M-V/def2-TZVPD).

```
69
Properties=species:S:1:pos:R:3:forces:R:3
Cu 0.4970 0.7642 -0.2572 -1.1 -6.5 2.3
C -2.3380 -1.5658 -1.1672 -2.4 -4.0 -1.0
C -1.8040 -2.9318 -0.5862 0.9 2.2 0.1
C -0.4150 -3.1198 -1.1382 0.1 -1.5 -1.3
O -0.4050 -3.1498 -2.5642 -0.7 1.0 -1.8
C -1.1180 -4.2228 -3.2742 0.5 2.3 -1.3
N -1.6560 -2.7448 0.8668 -0.4 -1.7 0.4
H -2.4040 -1.6428 -2.2602 -0.2 0.0 0.3
H -1.8590 -0.6918 -0.9502 2.0 1.8 0.8
H -3.3360 -1.4368 -0.7562 -0.4 0.1 -0.3
H -2.3610 -3.8548 -0.7942 -0.5 0.7 -0.4
H -0.0670 -4.1348 -1.0952 0.6 -0.7 2.3
H 0.3020 -2.3648 -0.7382 -0.5 -0.6 -0.6
H -0.5980 -5.1658 -3.2672 0.3 -0.3 0.3
H -1.1690 -3.8248 -4.3332 0.4 -0.6 1.1
H -2.1640 -4.3428 -3.0472 -0.3 0.0 0.8
H -1.4060 -3.7188 1.1838 -0.4 1.5 0.3
H -2.5960 -2.5328 1.2508 0.9 -0.5 -0.1
C -2.5310 1.8372 0.3848 1.0 -0.2 -0.4
C -1.8660 1.1632 1.5428 -1.2 -0.8 -1.5
C -2.8180 0.0642 2.0528 0.1 2.5 0.8
O -3.8840 0.8942 2.3718 -2.1 -0.2 3.3
C -4.5440 0.5552 3.6228 -3.2 -1.2 -1.9
N -0.7150 0.5212 1.0668 -0.5 -2.4 -0.8
H -2.7920 1.1582 -0.4222 -0.4 -0.2 0.2
H -1.8190 2.4992 -0.0212 1.0 1.0 -0.7
H -3.3150 2.4272 0.7138 -1.9 0.8 0.3
H -1.4810 1.9362 2.2518 -1.1 -0.8 0.1
H -2.3450 -0.4238 2.8808 0.1 -0.4 0.9
H -3.2180 -0.6948 1.4008 0.6 -0.1 -1.0
H -5.6460 0.2032 3.3878 1.9 0.7 0.2
H -4.6880 1.3612 4.3068 0.5 0.9 0.2
H -4.1680 -0.3078 4.1418 0.9 -0.2 0.1
H -0.8930 -0.3758 0.5258 -0.6 1.0 1.4
H -0.2750 0.2252 1.8658 1.8 -1.2 2.2
C -0.7600 1.0852 -3.2192 1.0 0.3 -1.7
C 0.7070 1.0532 -2.8012 -0.7 1.3 -1.8
C 1.1090 2.3332 -2.1172 -0.3 1.8 -1.6
O 0.6480 2.3162 -0.7492 1.3 9.3 -4.1
C 1.0450 3.4642 -0.0182 2.2 0.4 2.0
N 0.9670 -0.0078 -1.8462 -1.0 -1.3 -3.0
H -1.2480 1.4022 -2.3762 -1.9 0.3 2.1
H -1.1470 0.1592 -3.6312 0.1 -0.3 0.3
H -0.9940 1.8552 -3.9742 0.6 -0.2 0.2
H 1.2860 0.9112 -3.7322 0.2 0.2 0.5
H 0.6010 3.1862 -2.6512 0.8 -0.6 0.5
H 2.2000 2.4042 -2.2412 -0.1 0.4 0.7
H 0.5010 3.4982 0.9428 0.0 -0.1 -0.7
H 1.1240 4.4682 -0.4362 -1.2 -0.2 -1.0
H 2.1320 3.3772 0.2488 -0.7 -0.5 0.1
H 1.8620 -0.2858 -2.0982 2.6 -0.7 0.3
H 0.4650 -0.7178 -2.3332 -0.9 -1.6 0.4
C 3.8990 1.6392 2.7198 -1.9 0.6 -2.4
C 4.2590 0.6482 1.5738 0.4 1.3 -0.5
C 3.2630 0.6222 0.4048 0.8 0.3 2.2
O 2.0110 0.2202 0.8468 0.1 -1.4 1.3
C 2.0510 -1.1778 1.1498 -0.3 0.1 1.9
N 5.4580 1.2212 0.9588 -1.2 0.2 -0.4
H 4.6640 1.9552 3.4068 0.6 -0.1 -0.1
H 3.0780 1.2832 3.2918 -0.7 -0.6 0.7
H 3.4340 2.5472 2.1808 1.1 -1.0 0.9
H 4.5230 -0.3618 1.8818 -0.5 -0.2 0.5
H 3.5830 -0.0818 -0.3182 0.7 -0.7 -1.1
H 3.2450 1.6082 -0.0242 -0.3 0.4 -0.1
H 2.5400 -1.3198 2.1378 0.1 -0.1 -0.8
H 2.5280 -1.7208 0.3668 0.7 -0.4 -0.6
H 1.0710 -1.6378 1.2688 -0.4 0.6 -0.1
H 6.0320 1.1512 1.7418 2.3 0.4 1.0
H 5.7610 0.5402 0.3008 0.8 -0.4 -0.8
```
Forces are in eV/Å.

Results
- HOMO (eV) = -10.164
- E_LUMO (eV) = -1.978
- total charge = +1
- calculated total energy (hartree) = -2795.99081

---

Entry from the Open Molecules 2025 dataset: a cluster of 5 separate species, C16H44NO19P5 in total in a non-equilibrium geometry (ωB97M-V/def2-TZVPD).

```
85
Properties=species:S:1:pos:R:3:forces:R:3
N 1.2559 4.7265 1.5980 0.4 -0.2 -0.5
P 2.6398 3.8311 2.0836 -0.4 -1.2 0.2
O 3.1988 4.4491 3.4881 -0.1 0.9 -0.5
C 3.8607 4.3311 0.7736 -0.4 -0.8 0.3
C 3.5390 3.3861 -0.4139 -0.2 0.4 0.4
C 4.9302 2.9728 -0.8669 -0.4 0.3 0.5
O 5.6748 2.8746 0.3632 0.1 0.0 0.1
C 5.2305 3.8264 1.2303 0.2 0.6 -0.2
O 5.8652 4.1873 2.1755 -0.1 -0.3 -0.2
H 0.4930 4.0658 1.4850 -0.2 0.1 0.3
H 1.3621 5.1265 0.6701 0.0 0.4 0.2
H 2.9431 3.8409 4.1819 0.1 -0.1 0.2
H 3.8380 5.3809 0.4825 0.3 0.1 0.3
H 2.9888 2.5261 -0.0251 0.1 -0.1 -0.1
H 2.9028 3.8594 -1.1592 0.2 0.0 -0.2
H 4.9482 2.0019 -1.3493 0.2 0.1 -0.2
H 5.3850 3.7964 -1.4198 0.1 -0.4 -0.5
C -4.7260 4.7419 -0.7647 -0.2 0.1 0.0
O -4.3008 3.4595 -0.2679 0.8 1.5 1.8
P -2.7558 3.0441 -0.4517 0.2 -4.4 -3.8
O -2.3836 3.4875 -1.8106 0.0 1.0 0.4
O -3.1021 1.4749 -0.3094 0.1 0.0 0.3
C -4.3172 0.8547 -0.6853 -0.3 -0.2 -0.1
O -1.3560 2.8483 0.3135 -0.7 1.8 1.2
C -0.7249 1.5768 0.5155 0.1 -0.3 0.5
H -5.7524 4.8813 -0.4344 0.0 -0.1 0.1
H -4.1102 5.5496 -0.3753 0.0 0.0 0.0
H -4.6872 4.7419 -1.8512 0.1 0.0 0.0
H -4.6058 1.1139 -1.7048 0.0 0.1 0.0
H -5.1129 1.1158 0.0107 0.0 0.1 -0.1
H -4.1721 -0.2227 -0.6360 0.1 0.0 -0.1
H -0.5748 1.0669 -0.4332 -0.1 0.1 -0.1
H -1.2984 0.9458 1.1901 -0.1 0.0 -0.1
H 0.2370 1.7873 0.9785 0.1 0.1 0.0
C -3.1231 -3.8462 -3.4118 0.2 -0.1 0.0
O -4.4632 -4.3661 -3.2873 0.0 1.5 -1.3
P -5.5210 -3.5274 -2.4419 -1.6 -2.5 3.4
O -4.8992 -3.0355 -1.2047 0.6 0.6 -0.4
O -6.5109 -4.7772 -2.2136 -0.1 0.1 -0.2
C -6.0729 -6.1160 -2.0281 -0.1 -0.1 0.1
O -6.6504 -2.5251 -2.9041 1.1 0.3 -1.4
C -8.0471 -2.7335 -2.6497 -0.2 0.1 -0.2
H -2.6013 -4.4873 -4.1169 -0.1 0.0 0.0
H -3.1224 -2.8244 -3.7856 0.0 0.0 0.0
H -2.6249 -3.8861 -2.4458 -0.1 0.1 0.1
H -5.3219 -6.1857 -1.2407 0.1 0.0 0.0
H -5.6896 -6.5291 -2.9592 0.1 0.0 0.0
H -6.9467 -6.6919 -1.7293 0.0 0.0 0.0
H -8.2127 -2.8608 -1.5828 0.0 0.0 0.0
H -8.4267 -3.5923 -3.1948 0.1 -0.1 0.0
H -8.5536 -1.8390 -3.0037 0.1 0.1 0.0
C -3.2766 -1.8105 1.8980 -0.1 -0.2 -0.2
O -2.8816 -0.6889 2.7200 1.9 -1.1 -0.2
P -2.6949 -0.9641 4.2881 -3.3 2.0 1.8
O -3.8375 -1.7835 4.7161 0.3 -0.5 -0.2
O -2.7716 0.5953 4.6986 0.2 -0.2 0.1
C -3.4301 1.5470 3.8765 0.0 0.3 -0.2
O -1.4431 -1.3397 5.1768 0.8 -0.3 -1.4
C -1.0157 -0.5404 6.2885 0.3 0.0 0.1
H -3.3184 -1.4822 0.8643 0.2 0.2 0.0
H -2.5604 -2.6239 1.9936 0.0 0.0 0.0
H -4.2702 -2.1553 2.1720 0.1 0.0 0.2
H -4.4090 1.2031 3.5454 0.0 -0.1 0.0
H -2.7913 1.7573 3.0189 -0.2 0.1 -0.1
H -3.5666 2.4723 4.4344 0.1 -0.1 0.2
H -1.8369 -0.4179 6.9910 0.0 0.0 0.0
H -0.6502 0.4299 5.9647 -0.1 0.0 -0.1
H -0.2004 -1.0852 6.7575 -0.1 -0.1 0.0
C 8.0590 0.6538 -0.8373 0.0 0.2 0.2
O 8.4510 -0.6908 -1.1869 0.4 1.0 -1.4
P 7.4504 -1.5306 -2.0867 -1.4 -3.0 1.8
O 6.0630 -1.3286 -1.6513 0.0 0.7 -0.1
O 8.0450 -2.9734 -1.7128 0.2 0.0 -0.3
C 8.5144 -3.3112 -0.4142 0.0 -0.2 0.1
O 7.5125 -1.6902 -3.6541 0.9 1.2 0.0
C 7.6091 -2.9644 -4.3044 0.1 0.0 -0.2
H 8.9020 1.1228 -0.3380 0.1 -0.1 -0.1
H 7.7999 1.2298 -1.7239 0.0 0.0 0.0
H 7.2140 0.6269 -0.1542 -0.1 -0.1 -0.1
H 7.7739 -3.0775 0.3511 0.0 0.1 0.0
H 9.4551 -2.8065 -0.2017 0.0 0.1 0.0
H 8.6909 -4.3850 -0.4144 -0.1 0.0 0.0
H 6.7874 -3.6036 -3.9901 0.0 0.0 0.0
H 8.5604 -3.4454 -4.0956 0.0 0.0 0.1
H 7.5412 -2.7661 -5.3711 -0.1 0.1 0.0
```
Forces are in eV/Å.

Results
- HOMO (eV) = -8.556
- SMILES = NP(O)[C@@H]1CCOC1=O.COP(=O)(OC)OC.COP(=O)(OC)OC.COP(=O)(OC)OC.COP(=O)(OC)OC
- E_LUMO (eV) = 0.080
- calculated total energy (hartree) = -3827.38007

---

Entry from the Open Molecules 2025 dataset: a cluster of 6 separate species, C16H44O6 in total in a non-equilibrium geometry (ωB97M-V/def2-TZVPD).

```
66
Properties=species:S:1:pos:R:3:forces:R:3
C -19.2398 -13.6782 -1.2106 -2.0 -1.4 -0.5
C -20.6717 -13.7146 -0.5464 0.5 0.2 -0.4
C -20.9289 -14.9458 0.3052 0.5 -0.7 0.3
O -20.8137 -12.5356 0.1726 -0.4 1.1 1.2
H -19.4127 -14.3346 -2.0634 0.7 -0.2 -0.3
H -18.4668 -14.1300 -0.5889 0.0 0.2 0.2
H -18.9601 -12.6988 -1.5988 -0.2 0.0 0.3
H -21.4881 -13.6532 -1.2660 0.3 -0.1 -0.6
H -20.9019 -15.8479 -0.3061 0.5 -0.1 0.0
H -21.8634 -15.0707 0.8522 -0.4 0.9 -0.3
H -20.1869 -14.9857 1.1026 0.4 -0.3 -0.1
H -20.0885 -12.5389 0.8016 0.0 0.3 0.3
C -20.3204 -8.1884 -6.4063 2.7 0.7 0.9
C -21.4274 -8.0015 -7.3280 -2.5 -0.3 -0.6
C -21.1652 -7.3342 -8.6676 1.1 1.3 0.0
O -21.9906 -9.2922 -7.5517 -0.6 -0.9 -0.2
H -19.5596 -8.7582 -6.9397 0.3 -0.3 0.2
H -20.4985 -8.6337 -5.4275 -0.7 -0.5 -0.4
H -19.8182 -7.2693 -6.1045 0.0 0.4 -0.4
H -22.2526 -7.5345 -6.7904 0.0 0.6 -0.2
H -20.8527 -6.2993 -8.5283 0.2 0.2 0.5
H -21.9584 -7.1873 -9.4006 -0.5 -0.8 0.5
H -20.3052 -7.7632 -9.1819 0.0 -0.5 0.0
H -21.3098 -9.9492 -7.7144 0.2 0.0 -0.1
C -25.4896 -10.4199 -8.1259 0.5 -1.5 0.7
C -24.9668 -9.5858 -9.2538 -1.8 1.9 0.8
C -26.0560 -9.0587 -10.1643 -0.4 0.4 -1.7
O -24.4584 -8.4341 -8.5502 0.4 0.2 -1.2
H -26.1062 -11.2720 -8.4119 0.0 -0.1 -0.1
H -25.9618 -9.8845 -7.3022 -0.4 0.5 -0.6
H -24.5885 -10.7747 -7.6257 0.1 -0.6 0.1
H -24.2502 -10.1146 -9.8823 0.4 0.0 0.2
H -26.8168 -8.3752 -9.7873 0.1 -0.4 0.9
H -26.5697 -9.8281 -10.7407 -0.1 -0.5 0.4
H -25.6802 -8.4545 -10.9901 0.8 0.1 0.0
H -23.6523 -8.7262 -8.1183 0.3 -0.2 0.1
C -27.0168 -14.1963 -4.9497 -0.6 0.8 -1.0
C -26.0419 -13.0734 -4.4799 -1.5 -1.0 1.7
C -26.5713 -11.8366 -3.6655 0.0 -1.0 -1.3
O -25.1229 -13.7666 -3.6229 1.3 0.6 -0.2
H -27.9655 -14.3273 -4.4291 0.1 0.4 0.5
H -26.5753 -15.1910 -5.0111 0.5 0.3 0.3
H -27.3008 -13.9991 -5.9833 -0.2 0.2 -0.1
H -25.5677 -12.6505 -5.3656 0.7 -0.5 0.2
H -25.7561 -11.1131 -3.6787 -0.1 0.1 0.3
H -26.8472 -12.0829 -2.6401 0.0 -0.1 -0.1
H -27.4257 -11.4158 -4.1956 -0.1 0.2 0.1
H -25.5758 -14.2506 -2.9284 -0.3 0.1 -0.1
C -22.6635 -11.8413 -4.4462 0.2 2.1 0.2
C -22.2678 -12.8069 -5.5075 0.0 0.5 0.5
O -22.9505 -13.9492 -5.2137 -0.4 -2.6 -0.8
H -22.5640 -12.1496 -3.4055 0.6 -0.4 -0.1
H -23.7237 -11.5954 -4.5057 -0.1 0.0 -0.4
H -22.1180 -10.9113 -4.6063 0.0 0.3 0.3
H -21.1966 -13.0025 -5.5579 0.3 0.0 0.2
H -22.5405 -12.4245 -6.4912 -0.2 0.2 -0.3
H -23.5300 -13.8330 -4.4573 -0.2 -0.1 0.1
C -16.5940 -14.3978 -4.4737 0.1 0.6 0.2
C -18.0556 -14.0713 -4.6505 -0.3 -1.2 -0.6
O -18.7790 -15.3181 -4.5291 -0.8 0.7 0.9
H -16.3618 -14.8310 -3.5009 -0.5 -0.4 0.0
H -15.9678 -13.5063 -4.4397 0.1 0.0 -0.8
H -16.3728 -15.1092 -5.2694 0.7 0.2 0.0
H -18.3494 -13.7352 -5.6449 0.7 0.4 -0.3
H -18.4025 -13.2806 -3.9852 -0.3 -0.6 0.5
H -18.2519 -16.0621 -4.8294 0.3 0.3 -0.1
```
Forces are in eV/Å.

Results
- HOMO (eV) = -9.402
- SMILES = CC(C)O.CC(C)O.CC(C)O.CC(C)O.CCO.CCO
- E_LUMO (eV) = 0.645
- calculated total energy (hartree) = -1087.32806